{"formula": "C9H11NO", "method": "wB97M-V/def2-TZVPD", "elements": ["C", "C", "C", "C", "C", "C", "C", "C", "C", "H", "H", "H", "H", "H", "H", "H", "H", "H", "H", "H", "N", "O"], "xyz": [[3.03, 0.10, -0.67], [1.78, -1.04, 1.00], [0.86, 0.76, -0.18], [-0.55, 0.39, -0.23], [-1.60, 1.39, 0.20], [-2.92, 1.12, 0.22], [-3.41, -0.19, -0.08], [-2.44, -1.16, -0.49], [-1.04, -0.82, -0.54], [3.59, 0.76, 0.09], [3.12, 0.75, -1.28], [3.70, -0.78, -0.93], [2.35, -1.74, 0.79], [0.81, -1.18, 1.43], [2.43, -0.35, 1.89], [-1.17, 2.24, 0.54], [-3.60, 1.84, 0.34], [-4.54, -0.40, -0.03], [-2.79, -1.89, -0.85], [-0.49, -1.56, -0.75], [1.71, -0.25, -0.25], [1.19, 2.01, -0.23]], "total_energy_ev": -13043.6801, "e_lumo_ha": 0.0071, "orbital_gap_ev": 9.3, "smiles": "CN(C)C(=O)c1ccccc1"}



{"formula": "C9H11NO", "method": "wB97M-V/def2-TZVPD", "elements": ["C", "C", "C", "C", "C", "C", "C", "C", "C", "H", "H", "H", "H", "H", "H", "H", "H", "H", "H", "H", "N", "O"], "xyz": [[-1.03, -1.65, 1.27], [-0.03, -2.26, 0.49], [0.72, -1.62, -0.54], [0.56, -0.20, -0.60], [1.16, 0.61, -1.84], [0.27, 2.65, -1.21], [-0.25, 2.17, 0.15], [-0.39, 0.47, 0.18], [-1.19, -0.32, 1.22], [-0.31, -3.22, 2.95], [-0.06, -3.38, 0.56], [1.43, -1.97, -1.16], [2.03, 0.25, -2.04], [0.52, 0.74, -2.72], [1.91, 2.24, -0.63], [-0.49, 2.50, -2.09], [0.26, 3.74, -1.27], [-1.34, 2.37, 0.42], [0.59, 2.33, 0.79], [-1.53, 0.31, 2.04], [1.40, 2.00, -1.48], [-1.47, -2.37, 2.35]], "total_energy_ev": -13042.3557, "e_lumo_ha": -0.0446, "orbital_gap_ev": 7.0}



{"formula": "C9H11NO2", "method": "wB97M-V/def2-TZVPD", "elements": ["C", "C", "C", "C", "C", "C", "C", "C", "C", "H", "H", "H", "H", "H", "H", "H", "H", "H", "H", "H", "N", "O", "O"], "xyz": [[-2.45, 0.68, -0.31], [-1.75, -0.54, -0.56], [-3.51, 0.26, 0.43], [4.04, 0.73, 1.01], [3.74, 0.10, -0.34], [3.25, -1.31, -0.43], [2.32, -0.17, -0.76], [1.21, 0.15, 0.13], [0.30, 0.41, 0.87], [-1.35, 1.94, -1.21], [-0.83, -0.69, -1.12], [-4.34, 0.77, 0.88], [3.98, 1.83, 0.96], [3.33, 0.38, 1.76], [5.05, 0.47, 1.34], [4.38, 0.44, -1.15], [3.06, -1.83, 0.50], [3.59, -1.93, -1.25], [2.09, 0.01, -1.80], [-0.52, 0.64, 1.56], [-2.34, -1.56, -0.01], [-2.17, 1.94, -0.70], [-3.45, -1.07, 0.61]], "total_energy_ev": -15091.5887, "e_lumo_ha": 0.0230, "orbital_gap_ev": 9.6, "smiles": "C#C[C@@H]1C[C@@H]1C.Oc1cnoc1"}



{"formula": "C9H11NO2", "method": "wB97M-V/def2-TZVPD", "elements": ["C", "C", "C", "C", "C", "C", "C", "C", "C", "H", "H", "H", "H", "H", "H", "H", "H", "H", "H", "H", "N", "O", "O"], "xyz": [[-0.84, 1.83, -1.25], [-2.04, 0.88, 0.65], [0.15, 0.06, 0.07], [0.97, 0.78, 0.95], [2.13, 0.24, 1.44], [2.48, -1.06, 1.05], [1.66, -1.82, 0.23], [0.47, -1.26, -0.28], [-0.37, -2.16, -1.15], [-1.77, 2.15, -1.68], [-0.44, 2.66, -0.66], [-0.15, 1.58, -2.06], [-1.67, 1.62, 1.34], [-2.18, -0.04, 1.21], [-3.00, 1.21, 0.26], [0.69, 1.78, 1.25], [2.76, 0.82, 2.11], [3.40, -1.51, 1.40], [1.91, -2.79, -0.11], [-1.54, -0.69, -1.32], [-1.09, 0.65, -0.43], [-1.50, -1.66, -1.60], [-0.01, -3.29, -1.40]], "total_energy_ev": -15096.7918, "e_lumo_ha": 0.0197, "orbital_gap_ev": 10.3, "smiles": "CN(C)c1ccccc1C(=O)O"}



{"formula": "C9H11NO2S", "method": "wB97M-V/def2-TZVPD", "elements": ["C", "C", "C", "C", "C", "C", "C", "C", "C", "N", "O", "O", "S", "H", "H", "H", "H", "H", "H", "H", "H", "H", "H", "H"], "xyz": [[-0.11, 3.26, -0.52], [-0.36, 2.69, 0.74], [0.19, 2.51, -1.62], [-0.47, 1.35, 0.85], [0.24, 1.11, -1.47], [-0.15, 0.53, -0.28], [1.96, -0.53, 1.85], [0.30, -3.07, -0.65], [0.32, -1.58, -0.82], [-0.22, -0.86, 0.03], [3.40, 1.37, 0.66], [2.71, -0.55, -0.73], [2.38, 0.29, 0.40], [-0.01, 4.40, -0.56], [-0.87, 3.25, 1.54], [0.66, 2.98, -2.51], [-0.86, 0.81, 1.64], [0.40, 0.52, -2.36], [1.82, 0.38, 2.33], [0.83, -3.41, 0.26], [-0.73, -3.50, -0.44], [0.84, -3.56, -1.51], [0.77, -1.29, -1.76], [1.77, -1.38, 2.10]], "total_energy_ev": -25925.5872, "e_lumo_ha": [-0.0549, -0.0569], "orbital_gap_ev": [7.1, 7.5], "smiles": "C/C=N/c1ccccc1.C=S(=O)=O"}



{"formula": "C9H11NO3", "method": "wB97M-V/def2-TZVPD", "elements": ["C", "C", "C", "C", "C", "C", "C", "C", "C", "H", "H", "H", "H", "H", "H", "H", "H", "H", "H", "H", "N", "O", "O", "O"], "xyz": [[-0.36, 1.94, 0.77], [-1.54, 1.28, 1.55], [0.91, 1.11, 0.82], [0.96, -0.04, -0.10], [1.14, -1.41, 0.36], [0.86, 0.16, -1.47], [1.03, -2.44, -0.47], [0.79, -0.97, -2.30], [0.77, -2.26, -1.86], [-0.56, 3.98, 0.62], [-0.72, 3.38, 2.06], [-0.67, 1.90, -0.32], [0.97, 0.70, 1.84], [1.77, 1.87, 0.74], [1.27, -1.57, 1.38], [0.81, 1.18, -1.88], [0.78, -3.46, -0.04], [0.63, -0.73, -3.35], [0.14, -3.15, -3.37], [-1.35, -0.42, 0.60], [-0.11, 3.33, 1.26], [-2.15, 1.88, 2.38], [0.38, -3.35, -2.46], [-1.93, 0.07, 1.22]], "total_energy_ev": -17143.5333, "e_lumo_ha": 0.0187, "orbital_gap_ev": 9.2, "smiles": "N[C@@H](Cc1ccc(O)cc1)C(=O)O"}



{"formula": "C9H11O2", "method": "wB97M-V/def2-TZVPD", "elements": ["C", "C", "O", "O", "H", "H", "H", "C", "C", "C", "C", "C", "C", "C", "H", "H", "H", "H", "H", "H", "H", "H"], "xyz": [[1.43, 3.79, -1.06], [1.07, 2.20, -0.77], [1.50, 1.73, 0.30], [0.22, 1.83, -1.57], [2.40, 3.98, -0.76], [0.77, 4.19, -0.26], [1.14, 4.08, -2.08], [0.58, -0.64, 2.05], [0.04, -0.81, -0.46], [-0.10, -1.26, 0.89], [-0.72, -1.33, -1.47], [-1.04, -2.19, 1.17], [-1.61, -2.35, -1.17], [-1.71, -2.84, 0.12], [0.64, 0.14, -0.65], [-0.43, -0.90, -2.41], [1.19, 0.31, 1.89], [1.01, -1.24, 2.84], [-1.17, -2.47, 2.21], [-2.32, -2.59, -1.92], [-2.66, -3.47, 0.37], [-0.23, -0.16, 2.74]], "total_charge": -1, "total_energy_ev": -13606.6380, "e_lumo_ha": 0.1366, "orbital_gap_ev": 7.7}



{"formula": "C9H11O2", "method": "wB97M-V/def2-TZVPD", "elements": ["C", "C", "C", "C", "C", "C", "C", "C", "C", "O", "O", "H", "H", "H", "H", "H", "H", "H", "H", "H", "H", "H"], "xyz": [[-1.36, -3.21, 0.66], [-0.34, -2.88, 1.56], [-1.63, -2.26, -0.35], [0.45, -1.83, 1.43], [-0.80, -1.21, -0.53], [0.19, -1.01, 0.36], [1.16, -0.06, -0.06], [-1.76, 2.93, 0.55], [2.03, 1.42, -1.75], [-0.93, 2.20, 0.12], [1.05, 0.49, -1.20], [-2.14, -3.86, 1.00], [-0.03, -3.62, 2.26], [-2.41, -2.43, -1.08], [1.18, -1.44, 2.15], [-0.82, -0.49, -1.34], [-2.39, 3.37, -0.31], [-1.64, 3.32, 1.63], [2.02, 0.14, 0.56], [2.88, 1.09, -1.25], [2.06, 1.14, -2.85], [1.85, 2.46, -1.56]], "total_charge": 1, "total_energy_ev": -13596.5962, "e_lumo_ha": -0.1896, "orbital_gap_ev": 8.1}